Here is a structure of composition C43H39N4O2PS2Ti from OMol25. Energies are from ωB97M-V/def2-TZVPD.

**Orbital gap (alpha / beta)**: 0.27077 / 0.28766 Eh
**Energy**: -4018.52942 Ha
**Charge**: +1
**LUMO level (alpha / beta)**: -2.8 / -2.8 eV
**Spin multiplicity**: 2

Last column: Mulliken charge in e.
Geometry (Å):
Ti  0.0803  -0.7580  -0.5064  0.1414
S  -1.9381  -4.2778  -2.6849  -0.2599
S  3.0652  2.0209  -2.5577  -0.3170
P  -0.3650  0.9999  1.3934  2.5916
O  3.4135  -0.7533  3.7845  -0.4949
O  -0.2958  -1.9882  1.2084  1.1091
N  -3.3428  5.7576  -7.1770  -0.4727
N  -0.4698  -2.4219  -1.6875  0.9092
N  1.7004  0.1674  -1.0196  -0.3715
N  1.9635  -1.2864  2.1717  0.5396
C  0.3481  3.2737  0.0211  -0.6095
C  -0.9659  2.5610  -4.4714  -0.4041
C  -3.1873  2.6179  -3.5306  -0.2469
C  2.3242  -0.4421  3.0653  0.2072
C  3.5974  -2.7233  0.8604  0.2936
C  -2.2313  4.2410  -0.2924  -0.8180
C  -0.5369  -3.7954  -3.5782  0.9827
C  -3.5682  3.5506  -4.4755  -0.8041
C  -2.0150  3.0784  0.4348  0.1386
C  0.6509  1.5184  2.8428  0.0427
C  4.4276  -1.5535  0.3367  -1.4970
C  1.8229  2.6143  5.1551  -0.8144
C  -2.6430  3.9931  -5.4175  0.5374
C  -1.1644  4.9135  -0.8678  -0.5133
C  -0.5715  -3.3630  3.1821  -1.1906
C  -0.7235  2.5884  0.5875  -0.0019
C  1.7346  -2.6823  -4.6563  -1.0427
C  2.2758  0.9705  -1.6872  0.6550
C  -1.4992  1.1635  -2.5228  0.4447
C  -1.9170  0.4603  2.1907  0.5283
C  -4.3053  -0.5228  3.2615  -0.7746
C  1.2873  -2.2056  -3.4451  -0.1736
C  0.1282  4.4313  -0.7057  -0.9557
C  -1.3413  3.4979  -5.4143  -0.7858
C  -2.1478  0.5041  3.5614  -0.8879
C  0.2237  2.7308  3.3887  -0.8748
C  -4.0858  -0.5694  1.8897  -0.8284
C  1.7075  0.8477  3.4837  -0.1511
C  0.1355  -2.7784  -2.9018  -0.5316
C  -1.1711  0.3553  -1.6727  -0.7713
C  1.0606  -3.7131  -5.3298  -0.6097
C  3.9207  -2.0078  3.2982  -0.6952
C  -3.0335  4.9730  -6.3985  -0.0744
C  -0.0775  -4.2809  -4.8040  -0.5802
C  2.9278  -2.4213  2.2096  -0.6738
C  2.5548  -3.1547  -0.1534  -1.2485
C  2.2712  1.4149  4.6323  -0.5564
C  -0.7452  -3.2685  1.6840  -0.3746
C  -1.5446  -3.1350  -1.4929  -0.3436
C  0.7902  3.2811  4.5251  -0.8266
C  -2.8990  -0.0887  1.3612  -0.4128
C  -3.3344  0.0126  4.0926  -0.7090
C  -1.8849  2.1135  -3.5220  0.4248
H  2.9877  -3.4260  -1.1155  0.6303
H  4.2595  -3.5783  1.0435  0.4351
H  -1.4038  0.9085  4.2352  0.3300
H  1.8858  -2.3101  -0.3274  0.1171
H  -2.7545  -0.1090  0.2821  0.3483
H  -3.4972  0.0558  5.1607  0.4374
H  -4.5764  3.9404  -4.4879  0.4694
H  1.9554  -3.9942  0.2068  0.3339
H  3.8525  -0.6267  0.3525  0.1058
H  0.4196  4.2216  4.9081  0.4577
H  -4.8425  -0.9736  1.2305  0.4939
H  -2.8562  2.5572  0.8724  0.4123
H  2.6213  -2.2496  -5.0984  0.4571
H  -0.2121  -4.0602  1.1475  0.2705
H  1.3614  2.9066  0.1357  0.6582
H  2.3675  -3.3118  2.5192  0.6374
H  1.4384  -4.0630  -6.2798  0.4274
H  -0.5863  3.2651  2.9106  0.5781
H  -3.2377  4.6198  -0.4078  0.4661
H  1.8103  -1.4070  -2.9345  0.3844
H  -0.6326  3.8510  -6.1500  0.4746
H  0.0462  2.1787  -4.4548  0.5058
H  -0.9421  -4.3255  3.5329  0.4608
H  -1.1339  -2.5726  3.6793  0.2130
H  0.9650  4.9506  -1.1520  0.4609
H  -1.3371  5.8150  -1.4396  0.4337
H  -1.8068  -3.3348  1.4383  0.3892
H  3.0816  0.9029  5.1237  0.5518
H  -5.2306  -0.8974  3.6773  0.4112
H  3.9780  -2.6982  4.1371  0.2780
H  5.3432  -1.4002  0.9058  0.4624
H  2.2836  3.0181  6.0452  0.4431
H  -2.1835  -2.9915  -0.6347  0.0946
H  4.7251  -1.7336  -0.6962  0.4566
H  -3.8946  2.2734  -2.7889  0.5298
H  -0.6020  -5.0688  -5.3250  0.4324
H  0.4764  -3.2795  3.4754  0.2265
H  0.5428  -1.6959  1.7079  -0.5036
H  4.9218  -1.8187  2.9153  0.3809

Cartesian forces (eV/Å) of the 3 atoms listed first:
-0.15 0.45 0.84
0.01 -0.03 -0.05
-0.04 -0.03 0.01